(1)
ORCA calculation (wB97M-V/def2-TZVPD) on a cluster of 3 separate species, C27H31F9N3O5 in total at a distorted geometry.

Its molar mass is 648.5 g mol⁻¹. As for the spin multiplicity: 2. The orbital gap (alpha / beta) is 8.28 / 8.92 eV. The total energy comes out at -2486.33783 a.u. As for the largest force on an atom: 3.63 eV/Å. The HOMO energy (alpha / beta) is -9.13 / -9.77 eV.

Structure (XYZ):
```
75
Properties=species:S:1:pos:R:3:forces:R:3
C -0.9315 5.5131 -3.7350 0.4 -0.2 0.9
C -1.1956 5.6515 -2.1360 1.9 1.7 -2.4
C -0.8404 7.1839 -1.7793 -0.1 -0.2 -0.2
C -0.2338 4.5824 -1.4409 0.0 0.6 0.8
C -0.3598 4.7249 0.1497 0.0 0.1 -0.3
C 0.3651 3.5611 0.9827 0.6 1.1 -0.1
C -0.1345 2.0861 0.6225 -0.5 0.5 0.8
C 1.0142 0.9966 0.5055 -0.1 1.2 1.9
F 2.0403 1.3717 1.4336 -1.6 -1.0 -1.7
F 0.4921 -0.2291 0.9831 1.0 1.9 -1.6
C 1.7223 0.9028 -0.9186 1.2 1.5 0.1
F 1.8699 2.2496 -1.3673 -0.4 -2.6 0.9
F 3.0546 0.4223 -0.8024 -3.1 0.5 -0.5
C 0.8854 0.1540 -2.0502 0.3 0.4 -2.3
F 1.3585 0.6669 -3.2920 -0.9 -1.0 2.5
F -0.4890 0.4110 -2.0295 2.7 -0.1 0.6
C 1.0930 -1.4343 -2.1174 -1.6 -2.4 -1.1
F 1.8030 -1.7971 -3.2795 -1.1 0.8 3.3
F -0.1915 -2.0094 -2.2941 2.7 1.1 0.5
F 1.6086 -2.0078 -0.9613 -0.6 1.4 -2.6
C -1.8995 4.9628 0.5455 0.5 -0.2 -0.2
C -2.9533 4.7135 -0.6268 -2.5 -0.3 2.0
C -3.2744 3.1402 -0.8781 0.2 0.1 0.9
C -4.3672 5.3326 -0.0899 0.6 0.2 -0.1
N -2.6583 5.4294 -1.9118 1.0 -3.5 0.0
O -3.2237 4.7177 -2.8608 0.1 1.6 0.3
H -0.9254 4.3913 -3.9559 -0.2 1.7 -0.1
H -1.6770 6.0963 -4.3566 0.8 -0.9 0.8
H 0.1034 5.9339 -3.9407 -1.2 -0.6 0.3
H 0.1361 7.4913 -2.3017 -1.4 -0.6 1.0
H -0.7433 7.3496 -0.6570 -0.2 0.0 -1.5
H -1.6630 7.8558 -2.2174 1.1 -1.0 0.8
H -0.5027 3.5610 -1.8580 0.3 1.1 0.7
H 0.8693 4.7706 -1.7009 -1.7 -0.1 0.0
H 0.1954 5.6947 0.4250 -0.7 -1.5 -0.4
H 1.4924 3.7119 0.8126 -1.7 -0.5 0.1
H 0.2088 3.8125 2.0943 0.1 -0.7 -1.6
H -0.8118 2.1618 -0.2830 1.1 -0.5 1.0
H -0.8067 1.7487 1.4917 1.1 0.2 -1.4
H -2.1497 4.2355 1.3960 0.1 1.2 -1.1
H -2.0056 6.0455 0.9182 0.0 -1.7 -0.5
H -2.4799 2.6356 -1.5204 -1.2 0.6 0.7
H -4.3325 2.9856 -1.2884 1.8 0.3 0.2
H -3.2887 2.6418 0.1601 0.2 0.7 -1.4
H -5.2338 4.6085 -0.2149 1.1 1.0 0.2
H -4.5804 6.2770 -0.6881 0.2 -1.2 0.9
H -4.2363 5.6100 1.0032 -0.4 -0.3 -1.3
C 2.9394 -2.5966 2.2263 0.0 0.0 0.0
C 3.6872 -3.6538 2.7352 -0.2 0.0 0.0
C 3.0653 -4.6557 3.4715 0.1 -0.1 0.1
C 1.6906 -4.5916 3.6891 0.4 0.7 -0.3
C 0.9380 -3.5315 3.1887 0.0 0.0 0.1
C 1.5687 -2.5323 2.4555 0.1 -0.2 0.1
N 1.0276 -5.6589 4.4433 0.0 -0.4 0.5
O 1.7221 -6.5604 4.8813 -0.3 0.4 -0.2
O -0.1838 -5.5869 4.5877 0.4 0.0 0.0
H 3.4275 -1.8187 1.6468 -0.1 -0.1 0.1
H 4.7558 -3.6984 2.5548 -0.1 0.0 0.1
H 3.6589 -5.4741 3.8624 -0.3 0.0 0.0
H -0.1312 -3.4717 3.3575 0.1 -0.2 0.1
H 0.9922 -1.7054 2.0596 0.2 -0.4 0.3
C 0.1887 -6.4237 1.5469 0.0 -0.1 -0.2
C -0.6888 -7.4278 1.1500 0.2 0.1 -0.1
C -0.3778 -8.2342 0.0611 -0.1 -0.1 0.0
C 0.8188 -8.0282 -0.6213 -0.2 0.5 0.7
C 1.6981 -7.0202 -0.2347 0.1 0.0 0.0
C 1.3780 -6.2165 0.8539 -0.2 -0.2 -0.1
N 1.1623 -8.8913 -1.7534 0.1 -0.3 -0.4
O 0.3595 -9.7523 -2.0764 0.3 0.3 0.1
O 2.2336 -8.7034 -2.3075 -0.4 0.0 0.2
H -0.0550 -5.8027 2.3972 -0.2 -0.1 -0.3
H -1.6149 -7.5837 1.6925 0.1 0.0 -0.1
H -1.0694 -9.0132 -0.2383 0.2 0.0 -0.1
H 2.6286 -6.8515 -0.7646 -0.2 -0.2 -0.1
H 2.0570 -5.4307 1.1649 -0.1 -0.1 -0.1
```
Forces are in eV/Å.

---

(2)
ORCA calculation (wB97M-V/def2-TZVPD) on a structure of composition C27H31KN6O4S.

Its molar mass is 574.7 g mol⁻¹. As for the charge: -2. The orbital gap is 4.72 eV. The total energy comes out at -2675.12250 a.u. As for the largest force on an atom: 0.54 eV/Å. The HOMO energy is -0.95 eV.

Structure (XYZ):
```
70
Properties=species:S:1:pos:R:3:forces:R:3
K -0.9014 0.4693 1.0132 0.1 -0.4 0.3
C -4.4087 -0.0003 -0.0930 0.0 0.0 0.0
C -3.5189 -1.1983 0.0695 -0.1 0.0 0.1
N -3.4297 -1.9011 1.1346 0.1 0.0 -0.1
N -4.2819 -1.5839 2.1533 -0.1 0.1 0.1
C -3.7136 -1.3927 3.3065 0.1 -0.2 0.0
N -4.6065 -1.2315 4.3749 0.0 0.1 0.0
S -2.0288 -1.2857 3.6589 -0.1 0.1 0.0
C -2.5716 -1.5838 -1.0068 0.1 0.0 0.0
C -2.0202 -2.8697 -1.0526 0.0 0.0 0.0
C -1.0578 -3.1487 -1.9990 0.0 0.0 0.0
C -0.6726 -2.1510 -2.8877 0.0 0.0 0.0
C -1.2771 -0.9125 -2.7753 0.0 0.0 0.0
N -2.2037 -0.6239 -1.8599 0.0 0.0 -0.1
H -4.0640 0.8349 0.5212 0.0 0.0 0.0
H -5.4134 -0.2561 0.2474 0.0 0.0 0.0
H -4.4218 0.3348 -1.1278 0.0 0.0 0.0
H -5.4827 -1.7124 4.2268 0.0 0.0 0.0
H -4.1637 -1.4269 5.2584 0.0 0.0 0.0
H -2.3306 -3.5934 -0.3131 0.0 0.0 0.0
H -0.5922 -4.1264 -2.0336 0.0 0.0 0.0
H 0.0954 -2.3174 -3.6310 0.0 0.0 0.0
H -0.9857 -0.0986 -3.4302 0.0 0.0 0.0
O -3.5585 4.1493 0.2790 -0.1 -0.1 -0.1
C -2.6408 3.4772 -0.2125 0.3 0.3 0.3
O -2.0273 2.4975 0.2720 -0.2 0.2 -0.3
C -2.1157 3.9774 -1.5750 -0.1 0.0 -0.1
C -2.5661 5.1967 -2.0664 0.0 0.0 0.0
C -2.1129 5.6975 -3.2811 0.0 0.0 0.0
C -1.2059 4.9734 -4.0335 0.0 0.0 0.0
C -0.7751 3.7512 -3.5387 0.0 0.1 0.1
C -1.2065 3.2417 -2.3245 0.0 0.0 0.0
N 0.1787 2.9801 -4.3504 -0.1 -0.1 -0.1
O 0.5116 1.8803 -3.9587 0.0 0.0 0.0
O 0.5767 3.4751 -5.3949 0.0 0.0 0.0
H -3.2866 5.7328 -1.4624 0.0 0.0 0.0
H -2.4687 6.6532 -3.6465 0.0 0.0 0.0
H -0.8327 5.3270 -4.9827 0.0 0.0 0.0
H -0.8562 2.2877 -1.9568 0.0 0.0 0.0
C 0.4975 -4.5715 1.4179 0.0 0.0 0.0
C 1.6116 -3.5558 1.3399 0.0 0.0 0.0
C 2.9550 -3.9680 1.3173 0.0 0.0 0.0
C 3.9459 -2.9977 1.2599 0.0 0.0 0.0
C 5.4005 -3.4060 1.2391 0.0 0.0 0.0
C 3.6276 -1.6453 1.2160 0.0 0.0 0.0
C 2.2768 -1.1711 1.2164 0.0 0.0 0.0
C 1.2986 -2.2211 1.2917 0.0 0.0 0.0
N 1.8192 0.0851 1.1717 0.0 0.0 -0.1
C 2.7099 1.2306 1.1659 0.0 0.0 0.0
C 3.6357 1.3073 -0.0669 0.0 0.0 0.0
C 1.8069 2.4711 1.0892 0.0 0.0 -0.1
C 3.5264 1.3524 2.4670 0.0 0.0 0.0
H 0.8559 -5.5192 1.8271 0.0 0.0 0.0
H 0.0808 -4.7737 0.4262 0.0 0.0 0.0
H -0.3185 -4.2033 2.0425 0.0 0.0 0.0
H 3.2118 -5.0221 1.3659 0.0 0.0 0.0
H 5.5091 -4.4800 1.4038 0.0 0.0 0.0
H 5.9685 -2.8844 2.0142 0.0 0.0 0.0
H 5.8655 -3.1648 0.2788 0.0 0.0 0.0
H 4.4538 -0.9487 1.1897 0.0 0.0 0.0
H 0.2499 -1.9489 1.3654 0.0 0.0 0.0
H 3.0309 1.1899 -0.9690 0.0 0.0 0.0
H 4.4022 0.5352 -0.0777 0.0 0.0 0.0
H 4.1351 2.2818 -0.1106 0.0 0.0 0.0
H 1.3067 2.5189 0.1177 0.0 0.0 0.0
H 2.3817 3.3932 1.2199 0.0 0.0 0.0
H 1.0340 2.4335 1.8606 0.1 0.0 0.1
H 4.1421 0.4724 2.6474 0.0 0.0 0.0
H 2.8383 1.4540 3.3092 0.0 0.0 0.0
H 4.1780 2.2335 2.4423 0.0 0.0 0.0
```
Forces are in eV/Å.

---

(3)
ORCA calculation (wB97M-V/def2-TZVPD) on the molecule C27H31N3O4.

Its molar mass is 461.6 g mol⁻¹. As for the SMILES: COc1cccc([C@H]2c3[nH]c4ccccc4c3C[C@H]3C(=O)N(CCCOC(C)C)CC(=O)N23)c1. The orbital gap is 8.54 eV. The total energy comes out at -1512.74584 a.u. As for the largest force on an atom: 0.64 eV/Å. The HOMO energy is -7.89 eV.

Structure (XYZ):
```
65
Properties=species:S:1:pos:R:3:forces:R:3
C 3.3097 1.7116 3.5976 0.2 -0.1 0.0
O 2.1584 2.4862 3.3581 -0.3 0.2 -0.1
C 1.1543 1.9449 2.6161 -0.2 0.1 0.0
C 0.0548 2.7715 2.3797 0.3 0.0 0.1
C -1.0070 2.3135 1.6281 0.0 0.0 0.0
C -0.9939 1.0340 1.0974 0.1 -0.1 0.0
C 0.0953 0.2078 1.3282 0.0 0.1 0.1
C 0.1666 -1.1649 0.6814 0.2 0.0 0.2
C -1.0020 -2.0192 0.9990 -0.2 -0.1 -0.6
N -1.1628 -2.7183 2.1678 0.3 0.2 0.2
C -2.3492 -3.3968 2.1073 -0.5 -0.1 -0.3
C -2.9552 -4.2334 3.0343 0.0 0.0 0.1
C -4.1671 -4.7949 2.6924 0.1 0.0 0.1
C -4.7675 -4.5329 1.4581 -0.2 -0.1 -0.1
C -4.1740 -3.7035 0.5334 0.1 0.0 0.0
C -2.9474 -3.1225 0.8512 0.1 -0.1 0.4
C -2.0595 -2.2383 0.1698 0.6 0.1 0.1
C -2.1673 -1.5962 -1.1651 0.0 0.2 0.2
C -0.7954 -1.2055 -1.7344 -0.4 -0.1 -0.5
C -0.9384 0.0738 -2.5817 0.0 -0.5 0.1
O -2.0046 0.6140 -2.7982 -0.3 0.2 -0.1
N 0.2385 0.5139 -3.0523 0.1 0.2 -0.1
C 0.2893 1.7636 -3.7851 -0.3 0.4 -0.1
C 0.1448 2.9851 -2.8721 0.4 -0.2 0.1
C 1.1838 3.0089 -1.7513 -0.3 0.1 0.0
O 2.4675 2.8362 -2.3074 0.0 0.0 -0.2
C 3.5474 3.2867 -1.5045 0.5 0.0 0.2
C 4.8138 3.0069 -2.3077 -0.4 0.2 0.1
C 3.6031 2.6017 -0.1388 -0.2 0.1 -0.3
C 1.4628 -0.1607 -2.6930 0.3 -0.3 0.1
C 1.4649 -0.5435 -1.2199 0.2 0.0 -0.5
O 2.4574 -0.4480 -0.5212 0.2 0.0 0.1
N 0.2756 -0.9839 -0.7682 -0.1 -0.2 0.4
C 1.1649 0.6588 2.0889 0.2 0.0 0.2
H 3.9837 2.3550 4.1611 0.0 -0.1 0.0
H 3.7909 1.4092 2.6629 0.0 0.0 0.0
H 3.0771 0.8231 4.1938 0.0 0.0 0.0
H 0.0630 3.7679 2.7922 0.0 0.1 0.1
H -1.8522 2.9599 1.4462 -0.1 0.1 0.0
H -1.8232 0.6860 0.5036 -0.2 -0.1 -0.1
H 1.0981 -1.6517 1.0053 -0.2 0.1 0.0
H -0.5296 -2.7054 2.9485 -0.1 0.0 0.0
H -2.4919 -4.4355 3.9889 0.0 0.0 0.1
H -4.6652 -5.4507 3.3909 0.0 0.0 0.1
H -5.7179 -4.9934 1.2319 -0.1 0.0 0.0
H -4.6446 -3.5021 -0.4172 -0.1 0.0 -0.1
H -2.6606 -2.2644 -1.8733 0.0 0.1 0.0
H -2.7870 -0.6940 -1.1087 0.1 -0.1 -0.1
H -0.4547 -2.0076 -2.4092 -0.1 0.1 0.1
H 1.2379 1.8103 -4.3186 -0.1 -0.1 0.0
H -0.5368 1.7623 -4.5017 0.2 0.0 0.0
H -0.8494 2.9847 -2.4252 0.0 0.0 0.0
H 0.2542 3.8780 -3.4884 0.0 0.1 0.0
H 1.1238 3.9719 -1.2236 0.0 -0.1 0.0
H 0.9695 2.2146 -1.0206 0.0 0.1 0.0
H 3.4392 4.3767 -1.3542 0.0 -0.2 -0.1
H 5.6763 3.4463 -1.8153 0.1 0.0 0.0
H 4.7194 3.4285 -3.3049 0.0 0.0 -0.1
H 4.9612 1.9336 -2.3941 0.1 -0.2 0.0
H 4.5451 2.8442 0.3466 0.1 0.1 0.1
H 2.7888 2.9381 0.4992 -0.1 0.0 0.1
H 3.5287 1.5228 -0.2599 0.0 -0.1 0.0
H 2.3051 0.5113 -2.8652 -0.1 -0.1 0.1
H 1.5999 -1.0688 -3.2993 0.1 0.1 0.1
H 2.0114 0.0073 2.2340 0.1 -0.1 0.0
```
Forces are in eV/Å.